one) ORCA calculation (ωB97M-V/def2-TZVPD) on one molecule with the formula C5H11N3O3.

- HOMO energy (eV) = -9.56
- SMILES = O=NN(O)N1CCC[C@H]1CO
- gap between HOMO and LUMO (eV) = 10.2

ORCA input file:
```
! wB97M-V def2-TZVPD RIJCOSX def2/J DEFGRID3
* xyz 0 1
O 1.505 2.745 1.567
N 1.251 1.702 0.928
N 0.106 1.734 0.296
O -0.675 2.921 0.463
N -0.475 0.721 -0.335
C -0.056 0.321 -1.635
C -0.103 -1.270 -1.610
C -1.147 -1.501 -0.496
C -0.780 -0.423 0.539
C 0.369 -0.912 1.478
O 1.626 -1.333 0.903
H 0.073 3.498 0.843
H -0.745 0.703 -2.378
H 0.902 0.810 -1.885
H -0.405 -1.710 -2.577
H 0.860 -1.789 -1.355
H -2.164 -1.287 -0.931
H -1.089 -2.520 -0.059
H -1.626 -0.137 1.205
H 0.591 -0.091 2.229
H -0.062 -1.735 2.046
H 2.045 -0.445 0.763
*
```



two) ORCA calculation (ωB97M-V/def2-TZVPD) on one molecule with the formula C5H11N3O3.

- HOMO energy (alpha / beta) (eV) = -7.46 / -7.39
- gap between HOMO and LUMO (alpha / beta) (eV) = 8.1 / 7.3

ORCA input file:
```
! wB97M-V def2-TZVPD RIJCOSX def2/J DEFGRID3
* xyz 0 1
C 0.053 1.111 -1.583
C -0.440 -0.459 1.579
C 1.117 -0.343 1.403
C -1.164 0.459 0.514
C -0.817 0.196 -0.863
N 1.534 -0.874 0.106
N 1.380 -2.181 -0.140
N -1.157 1.903 0.922
O 0.392 0.591 -2.841
O 0.333 2.256 -1.263
O -1.349 -0.872 -1.424
H -0.798 -1.469 1.428
H -0.730 -0.040 2.510
H 1.336 0.749 1.276
H 1.675 -0.910 2.184
H -2.163 0.283 0.658
H 1.140 -3.064 0.492
H 1.492 -2.388 -1.136
H -0.565 1.995 1.747
H 0.755 1.256 -3.337
H -0.821 2.497 0.163
H -1.203 -0.696 -2.399
*
```



Relative calculated energies, zero for the most stable structure, unit kcal/mol: one) 30.6; two) 0.0.



one) ORCA calculation (ωB97M-V/def2-TZVPD) on an isolated ion of composition C2H3O3S2 and charge -1.

- HOMO energy (eV) = -4.87
- SMILES = O=S(=O)([O-])[C@@H]1CS1
- gap between HOMO and LUMO (eV) = 8.2

ORCA input file:
```
! wB97M-V def2-TZVPD RIJCOSX def2/J DEFGRID3
* xyz -1 1
O 1.053 1.267 1.013
S 0.695 -0.099 1.246
O -0.295 -0.305 2.304
O 1.862 -1.034 1.327
C -0.211 -0.631 -0.256
C -0.536 0.561 -1.223
S -1.909 -0.168 -0.276
H 0.200 -1.585 -0.858
H -0.204 1.598 -1.017
H -0.654 0.397 -2.259
*
```



two) ORCA calculation (ωB97M-V/def2-TZVPD) on an isolated ion of composition C2H3O3S2 and charge -1.

- HOMO energy (eV) = -4.63
- SMILES = O=C([O-])[C@H](O)SS
- gap between HOMO and LUMO (eV) = 7.7

ORCA input file:
```
! wB97M-V def2-TZVPD RIJCOSX def2/J DEFGRID3
* xyz -1 1
O -1.529 1.421 -1.131
C -1.266 0.233 -1.087
O -1.550 -0.677 -1.815
C -0.317 -0.099 0.143
O -0.097 1.032 0.904
S 1.212 -0.577 -0.770
S 2.150 -1.578 0.777
H -0.568 -0.950 0.850
H -0.660 1.807 0.574
H 2.627 -0.611 1.555
*
```



three) ORCA calculation (ωB97M-V/def2-TZVPD) on a 2-piece molecular cluster, C2H3O3S2 overall.

- HOMO energy (eV) = -4.49
- gap between HOMO and LUMO (eV) = 7.6

ORCA input file:
```
! wB97M-V def2-TZVPD RIJCOSX def2/J DEFGRID3
* xyz -1 1
C 0.008 2.195 0.555
C 0.239 1.604 -0.604
O -0.649 -3.103 -0.109
O 1.128 -1.092 -0.421
O -1.033 -0.702 0.776
S -0.269 3.193 1.780
S 0.143 -1.593 0.615
H 0.111 0.554 -0.225
H -0.079 -3.144 -0.889
H 0.401 2.090 -1.479
*
```



Relative calculated energies, zero for the most stable structure, unit kcal/mol: one) 24.4; two) 0.0; three) 59.9.



one) ORCA calculation (ωB97M-V/def2-TZVPD) on C6H17N3 as an isolated structure.

- HOMO energy (eV) = -7.54
- gap between HOMO and LUMO (eV) = 8.6

ORCA input file:
```
! wB97M-V def2-TZVPD RIJCOSX def2/J DEFGRID3
* xyz 0 1
C -0.454 1.833 -0.492
C -0.841 -0.734 -1.427
C -0.391 2.419 -1.867
C -2.354 -0.678 -1.611
N 0.514 1.805 0.362
H -1.449 1.658 -0.093
H 0.308 0.387 1.204
H 1.420 2.031 -0.045
H -0.514 -1.781 -1.453
H -0.324 -0.319 -2.293
H 0.615 2.347 -2.284
H -0.666 3.477 -1.818
H -1.092 1.924 -2.536
H -2.696 -1.185 -2.519
H -2.712 0.353 -1.661
H -2.859 -1.152 -0.764
C 1.102 -1.553 1.519
N -0.020 -0.660 1.274
C 2.781 -1.191 3.101
N 1.566 -1.421 2.884
H -0.519 -0.686 -0.072
H -0.726 -0.772 1.995
H 0.772 -2.589 1.386
H 1.880 -1.329 0.774
H 3.130 -1.125 4.126
H 3.531 -1.059 2.309
*
```



two) ORCA calculation (ωB97M-V/def2-TZVPD) on one molecule with the formula C6H17N3.

- HOMO energy (eV) = -7.76
- SMILES = C[C@@H](N)[C@](C)(N)N(C)C
- gap between HOMO and LUMO (eV) = 8.7

ORCA input file:
```
! wB97M-V def2-TZVPD RIJCOSX def2/J DEFGRID3
* xyz 0 1
C -1.648 0.222 1.399
C -1.353 -0.829 -0.030
N -2.235 -0.477 -1.107
C 0.132 -0.852 -0.228
C 0.644 -0.959 -1.655
N 0.706 -1.888 0.560
N 0.630 0.686 0.418
C 0.420 1.824 -0.451
C 1.933 0.781 1.038
H -2.732 0.120 1.416
H -1.446 1.287 1.387
H -1.216 -0.290 2.252
H -1.674 -1.795 0.362
H -2.716 0.406 -0.982
H -1.820 -0.401 -2.025
H 0.346 -1.921 -2.072
H 0.242 -0.170 -2.285
H 1.732 -0.886 -1.671
H 1.717 -1.894 0.518
H 0.416 -1.849 1.528
H 1.184 1.902 -1.242
H 0.450 2.755 0.128
H -0.558 1.762 -0.926
H 2.763 0.778 0.310
H 2.000 1.716 1.606
H 2.082 -0.029 1.753
*
```



Relative calculated energies, zero for the most stable structure, unit kcal/mol: one) 31.1; two) 0.0.



one) ORCA calculation (ωB97M-V/def2-TZVPD) on C25H28F5O2RuS as an isolated structure.

- HOMO energy (alpha / beta) (eV) = -6.33 / -7.52
- gap between HOMO and LUMO (alpha / beta) (eV) = 6.9 / 6.1

ORCA input file:
```
! wB97M-V def2-TZVPD RIJCOSX def2/J DEFGRID3
* xyz 0 6
O 2.359 -4.472 -0.266
C 0.975 -4.830 -0.699
C 0.719 -5.603 0.598
H 0.955 -5.441 -1.633
H 0.422 -3.874 -0.742
C 2.058 -5.003 1.051
H 0.640 -6.659 0.330
H -0.162 -5.281 1.160
C 3.147 -5.938 1.555
H 3.409 -6.712 0.818
H 2.805 -6.458 2.462
H 4.026 -5.319 1.803
C 1.921 -3.833 1.973
H 1.195 -3.097 1.595
H 2.897 -3.341 2.077
H 1.584 -4.161 2.965
Ru 0.501 -0.057 -1.853
C -1.941 0.136 -0.009
C -1.983 0.374 -1.394
C -1.380 -0.766 -2.076
H -2.497 1.202 -1.871
C -0.958 -1.696 -1.028
C -1.378 -1.142 0.224
H -1.358 -1.667 1.186
H -2.340 0.807 0.749
H -1.378 -0.975 -3.142
H -0.628 -2.718 -1.203
C 1.280 1.459 -0.051
C 0.977 0.375 0.824
C 1.656 -0.775 0.348
H 0.301 0.411 1.684
C 2.401 -0.439 -0.837
C 2.194 0.982 -1.062
H 2.695 1.565 -1.814
H 0.861 2.456 0.003
H 1.636 -1.769 0.776
H 3.089 -1.095 -1.362
O 1.870 -2.726 -3.006
C 2.977 -3.679 -2.766
C 3.546 -4.327 -4.020
H 2.713 -4.442 -2.029
H 3.731 -3.031 -2.292
C 3.000 -3.399 -5.108
H 3.239 -5.378 -4.156
H 4.645 -4.304 -3.956
C 2.107 -2.371 -4.375
H 2.464 -3.934 -5.894
H 3.848 -2.905 -5.588
H 1.181 -2.159 -4.930
H 2.726 -1.478 -4.265
F 0.025 7.111 -0.365
C -0.089 5.927 -0.995
C -1.183 5.107 -0.729
F -2.169 5.545 0.092
C -1.220 3.838 -1.282
F -2.325 3.124 -0.936
C -0.216 3.353 -2.163
S -0.170 1.834 -2.993
C 0.854 4.241 -2.423
F 1.864 3.841 -3.234
C 0.918 5.510 -1.869
F 1.941 6.347 -2.163
*
```



two) ORCA calculation (ωB97M-V/def2-TZVPD) on C25H28F5O2RuS as an isolated structure.

- HOMO energy (alpha / beta) (eV) = -5.87 / -7.63
- gap between HOMO and LUMO (alpha / beta) (eV) = 6.4 / 6.2

ORCA input file:
```
! wB97M-V def2-TZVPD RIJCOSX def2/J DEFGRID3
* xyz 0 6
O -0.222 0.518 -0.678
C 0.881 0.143 -1.535
C 0.358 0.990 -2.682
H 0.885 -0.935 -1.735
H 1.834 0.500 -1.124
C -0.800 1.363 -1.714
H 0.084 0.402 -3.560
H 1.031 1.813 -2.944
C -2.177 0.821 -2.052
H -2.136 -0.269 -2.208
H -2.587 1.298 -2.953
H -2.850 1.046 -1.213
C -0.849 2.807 -1.263
H 0.161 3.205 -1.094
H -1.425 2.867 -0.326
H -1.349 3.427 -2.020
Ru 0.205 0.350 2.474
C 0.855 2.257 3.302
C 1.952 1.310 3.167
C 2.351 1.332 1.777
H 2.440 0.797 3.986
C 1.566 2.307 1.097
C 0.666 2.893 2.025
H -0.019 3.708 1.821
H 0.404 2.535 4.254
H 3.189 0.769 1.365
H 1.692 2.604 0.064
C -1.547 0.241 3.521
C -1.899 1.462 2.819
C -2.402 1.111 1.535
H -1.884 2.461 3.250
C -2.286 -0.286 1.367
C -1.700 -0.847 2.549
H -1.554 -1.903 2.764
H -1.432 0.130 4.592
H -2.880 1.802 0.848
H -2.662 -0.866 0.531
O 0.714 -0.675 -5.247
C 0.112 0.232 -6.197
C 0.374 -0.250 -7.632
H 0.518 1.245 -6.032
H -0.966 0.304 -5.966
C 1.480 -1.305 -7.478
H 0.643 0.577 -8.294
H -0.532 -0.729 -8.004
C 1.321 -1.744 -6.013
H 2.451 -0.828 -7.632
H 1.377 -2.139 -8.179
H 2.266 -2.041 -5.539
H 0.656 -2.621 -5.966
F -0.470 -3.971 8.099
C -0.110 -3.420 6.924
C 0.267 -2.079 6.863
F 0.241 -1.323 7.981
C 0.675 -1.532 5.658
F 1.096 -0.233 5.655
C 0.695 -2.280 4.471
S 1.231 -1.623 2.941
C 0.300 -3.631 4.557
F 0.303 -4.392 3.439
C -0.093 -4.199 5.762
F -0.443 -5.507 5.822
*
```



Relative calculated energies, zero for the most stable structure, unit kcal/mol: one) 31.8; two) 0.0.



one) ORCA calculation (ωB97M-V/def2-TZVPD) on a 2-piece molecular cluster, H3OP overall.

- HOMO energy (eV) = -10.19
- gap between HOMO and LUMO (eV) = 8.8

ORCA input file:
```
! wB97M-V def2-TZVPD RIJCOSX def2/J DEFGRID3
* xyz 0 1
O -1.506 0.245 0.050
P 0.890 0.427 -0.053
H -1.927 1.119 0.057
H 0.821 -0.173 1.415
H 0.907 -0.882 -0.641
*
```



two) ORCA calculation (ωB97M-V/def2-TZVPD) on a 2-piece molecular cluster, H3OP overall.

- HOMO energy (alpha / beta) (eV) = -9.03 / -9.03
- gap between HOMO and LUMO (alpha / beta) (eV) = 7.0 / 7.0

ORCA input file:
```
! wB97M-V def2-TZVPD RIJCOSX def2/J DEFGRID3
* xyz 0 1
O 0.987 0.532 -0.098
P -0.573 0.329 -0.289
H 1.431 -0.840 -0.886
H -0.860 -0.872 0.343
H -0.985 0.850 0.930
*
```



Relative calculated energies, zero for the most stable structure, unit kcal/mol: one) 0.0; two) 23.8.